Below is a 7-piece molecular cluster, C66H147N5OP overall, with properties calculated with ωB97M-V with the def2-TZVPD basis set.

Geometry as XYZ:
```
220
Properties=species:S:1:pos:R:3
C -2.01010 -0.49101 -0.29609
O -0.73387 -0.24393 0.18754
H -2.78653 0.01721 0.27573
H -2.21044 -0.31917 -1.35365
H -2.26988 -1.54547 -0.20268
C 10.88862 -3.47286 -0.90424
C 10.44882 -2.42703 0.13590
C 9.54331 -1.27875 -0.51244
C 9.16995 -0.23076 0.49599
P 7.63211 -0.44086 1.41860
C 6.20480 -0.50417 0.28242
C 4.72987 -0.89393 0.78446
C 3.77200 0.14601 1.35432
C 2.46533 -0.46357 1.79294
C 7.72284 -1.97402 2.37425
C 6.80835 -2.13894 3.52554
C 6.93530 -3.45425 4.22767
C 6.20414 -4.59291 3.48208
C 7.13772 0.77679 2.60336
C 8.36686 1.10207 3.49839
C 8.02658 2.26033 4.49109
C 9.30685 2.77345 5.14982
H 10.15475 -4.21650 -1.21492
H 11.79919 -4.02724 -0.67702
H 11.17758 -2.94729 -1.81439
H 11.35775 -1.99697 0.55660
H 9.96727 -2.89867 0.99250
H 8.67605 -1.68733 -1.03112
H 10.18052 -0.76289 -1.23075
H 8.97518 0.71464 -0.01035
H 9.96469 -0.03510 1.21585
H 6.57441 -1.33037 -0.32493
H 6.13691 0.37958 -0.35199
H 4.67944 -1.71793 1.49619
H 4.25253 -1.17165 -0.15529
H 3.67747 0.96676 0.64332
H 4.19251 0.55456 2.27321
H 1.81163 0.31778 2.18059
H 2.60050 -1.18799 2.59609
H 1.97720 -0.91152 0.92740
H 8.76175 -2.13889 2.65987
H 7.54740 -2.70785 1.58760
H 5.77940 -2.05784 3.17512
H 6.98900 -1.29837 4.19554
H 6.51735 -3.59123 5.22500
H 7.98607 -3.70626 4.37074
H 6.57294 -4.62631 2.45691
H 5.11969 -4.48732 3.45181
H 6.53826 -5.54156 3.90222
H 6.23332 0.49275 3.14139
H 6.91190 1.76259 2.19678
H 9.29414 1.28431 2.95520
H 8.62630 0.22964 4.09812
H 7.29910 1.88292 5.20972
H 7.61322 3.10125 3.93424
H 10.15229 2.89737 4.47307
H 9.61574 2.09616 5.94604
H 9.10558 3.75295 5.58358
C -5.35778 4.90955 -0.27436
C -4.13013 4.01090 -0.00609
C -4.18096 3.43155 1.45548
C -2.90060 2.73387 1.90559
N -2.92472 2.14016 3.31433
C -3.17393 3.24750 4.38356
C -2.72889 2.47915 5.67875
C -1.52578 1.75325 5.18216
C -1.49715 1.71628 3.64286
C -3.97630 0.94676 3.37786
H -5.19985 5.36377 -1.25254
H -5.48970 5.73216 0.42849
H -6.32262 4.40256 -0.28666
H -3.27731 4.66845 -0.17469
H -4.03764 3.16809 -0.69108
H -5.00533 2.72205 1.38384
H -4.55081 4.20954 2.12334
H -2.12199 3.49620 1.93228
H -2.55805 1.98816 1.18819
H -4.26240 3.29207 4.34680
H -2.65307 4.17263 4.13669
H -3.49059 1.82285 6.09968
H -2.51247 3.16595 6.49701
H -1.47612 0.76356 5.63620
H -0.67483 2.32378 5.55430
H -1.38669 0.76029 3.13101
H -0.83062 2.46768 3.21950
H -3.63800 0.17405 2.68752
H -4.91116 1.36391 3.00354
H -4.12059 0.55637 4.38527
C 1.96693 -0.83176 -6.60985
C 0.80160 -1.79397 -6.87798
C -0.48061 -1.50949 -5.96524
C -1.52397 -2.55915 -6.23875
N -2.60770 -2.71237 -5.12930
C -3.42656 -1.44931 -4.90217
C -4.32151 -1.42432 -6.11502
C -4.73171 -2.88716 -6.39089
C -3.64326 -3.74515 -5.65675
C -1.93917 -3.16695 -3.79092
H 1.58806 0.18996 -6.58458
H 2.67164 -0.82561 -7.44137
H 2.46677 -1.03608 -5.66300
H 1.19646 -2.80537 -6.78185
H 0.45959 -1.64113 -7.90159
H -0.94133 -0.52488 -6.04517
H -0.12547 -1.52238 -4.93480
H -1.07826 -3.51629 -6.50954
H -2.04009 -2.35478 -7.17681
H -3.97926 -1.61626 -3.97765
H -2.83562 -0.54759 -4.74152
H -5.13704 -0.77298 -5.80077
H -3.80029 -0.87545 -6.89934
H -5.70735 -3.05952 -5.93646
H -4.66060 -3.15020 -7.44629
H -4.06452 -4.23804 -4.78057
H -3.25378 -4.53236 -6.30228
H -1.01493 -3.72642 -3.93538
H -2.63259 -3.58979 -3.06395
H -1.73478 -2.17117 -3.39756
C -10.28832 3.99307 -2.11039
C -8.92229 3.57161 -1.61393
C -8.66043 2.09342 -1.83142
C -7.28871 1.52896 -1.13770
N -6.97453 0.05652 -1.51111
C -7.74228 -1.05313 -0.76475
C -7.16521 -1.17173 0.59260
C -5.66331 -0.79066 0.45851
C -5.52567 -0.23390 -1.04051
C -6.89383 -0.08557 -3.02604
H -10.26139 4.02898 -3.19947
H -10.58885 5.00349 -1.83323
H -11.03331 3.26678 -1.78543
H -8.80408 3.81283 -0.55755
H -8.11701 4.05814 -2.16430
H -8.61934 1.92493 -2.90753
H -9.53727 1.56228 -1.46108
H -7.47529 1.57343 -0.06471
H -6.38292 2.09462 -1.35603
H -7.59104 -1.94413 -1.37413
H -8.78114 -0.72331 -0.77341
H -7.20009 -2.16552 1.03901
H -7.66241 -0.53268 1.32232
H -5.14778 -1.74380 0.57623
H -5.25096 -0.14813 1.23647
H -4.99063 -0.97444 -1.63502
H -4.94833 0.67967 -1.18247
H -6.15979 0.66260 -3.32527
H -7.87549 0.07241 -3.47267
H -6.47044 -1.03924 -3.34124
C -1.05326 7.34962 0.14657
C -0.33054 6.15376 0.81773
C 0.63430 5.39474 -0.05408
C -0.05328 4.71842 -1.34356
N 0.89009 3.61445 -1.94579
C 0.34789 3.01224 -3.27329
C 0.89773 1.59878 -3.36670
C 1.43234 1.22821 -1.97720
C 0.92185 2.34364 -1.05126
C 2.34438 4.19281 -2.22068
C 2.45070 5.50157 -3.05906
C 3.86186 5.46394 -3.59853
H -0.43663 8.19661 -0.15422
H -1.68539 7.80363 0.90972
H -1.66913 6.96386 -0.66582
H -1.10840 5.51757 1.24000
H 0.29467 6.51493 1.63429
H 0.89133 4.54711 0.58119
H 1.45983 6.05813 -0.31197
H -0.21215 5.46220 -2.12436
H -0.92090 4.10461 -1.10150
H 0.75214 3.63957 -4.06774
H -0.73864 3.07702 -3.33121
H 1.76605 1.53087 -4.02206
H 0.14337 0.87334 -3.67131
H 2.50741 1.09557 -1.85582
H 1.02496 0.29348 -1.59195
H 1.66309 2.60096 -0.29465
H -0.09415 2.20806 -0.68049
H 2.81550 3.34624 -2.72015
H 2.95166 4.18520 -1.31555
H 2.29128 6.34210 -2.38364
H 1.69097 5.51562 -3.84055
H 3.88683 6.39344 -4.16730
H 4.01215 4.66453 -4.32410
H 4.65910 5.39476 -2.85845
C 1.82453 -4.84231 4.70255
C 1.26386 -3.39705 4.65572
C 0.43620 -3.29053 3.39184
C -0.56162 -4.46047 3.24242
N -1.73749 -4.22304 2.24519
C -2.79019 -5.41272 2.21410
C -4.08138 -4.77523 1.97027
C -4.03990 -3.75463 3.08062
C -2.65572 -3.14899 2.85170
C -1.18949 -3.77485 0.90072
C -0.20366 -4.76501 0.29181
C 0.17234 -4.42681 -1.12203
H 1.07599 -5.60003 4.93418
H 2.61277 -4.98117 5.44248
H 2.30536 -5.12940 3.76741
H 2.09647 -2.70053 4.55710
H 0.77106 -3.13062 5.59074
H 1.08796 -3.24914 2.51914
H -0.00429 -2.29397 3.36150
H -0.95448 -4.85956 4.17756
H -0.10488 -5.35910 2.82774
H -2.63662 -6.04485 1.33949
H -2.63227 -5.89607 3.17823
H -4.19078 -4.37719 0.96146
H -4.97028 -5.39993 2.05806
H -4.93349 -3.15129 2.92068
H -4.07026 -4.11679 4.10824
H -2.82022 -2.38539 2.09146
H -2.24289 -2.79940 3.79799
H -0.68848 -2.80771 0.94228
H -1.93168 -3.79264 0.10263
H -0.63722 -5.76445 0.32699
H 0.73226 -4.72916 0.84935
H -0.76992 -4.61333 -1.63725
H 0.97741 -5.00872 -1.57074
H 0.49865 -3.39348 -1.23971
```

total charge: +5
multiplicity: 1
HOMO level: -16.4 eV

Results of the Mulliken charge analysis, in e, for atoms 1 through 99:
1 C 0.895
2 O -0.458
3 H -0.797
4 H 0.104
5 H -0.599
6 C -1.398
7 C -0.143
8 C -0.656
9 C -0.974
10 P 1.034
11 C -1.197
12 C -0.760
13 C 0.167
14 C -1.044
15 C -1.195
16 C 0.084
17 C -0.831
18 C -1.105
19 C -1.075
20 C -0.979
21 C -0.481
22 C -1.322
23 H 0.338
24 H 0.381
25 H 0.326
26 H 0.333
27 H 0.116
28 H 0.263
29 H 0.532
30 H 0.476
31 H 0.599
32 H 0.516
33 H 0.531
34 H 0.162
35 H 0.515
36 H 0.178
37 H 0.128
38 H 0.251
39 H 0.276
40 H 0.151
41 H 0.719
42 H 0.631
43 H -0.262
44 H 0.310
45 H 0.347
46 H 0.401
47 H 0.320
48 H 0.120
49 H 0.449
50 H 0.446
51 H 0.723
52 H 0.471
53 H 0.322
54 H 0.314
55 H 0.386
56 H 0.341
57 H 0.340
58 H 0.382
59 C -1.750
60 C 0.312
61 C -0.494
62 C 0.605
63 N 0.620
64 C -0.509
65 C -0.915
66 C -0.509
67 C -0.245
68 C -0.558
69 H 0.438
70 H 0.477
71 H 0.248
72 H 0.000
73 H 0.225
74 H 0.069
75 H 0.528
76 H -0.268
77 H -0.600
78 H 0.438
79 H 0.464
80 H 0.324
81 H 0.433
82 H 0.327
83 H 0.391
84 H 0.060
85 H 0.219
86 H -0.185
87 H 0.324
88 H 0.529
89 C -1.229
90 C -0.697
91 C -0.044
92 C -1.224
93 N 0.336
94 C -0.207
95 C -1.023
96 C -0.654
97 C -0.543
98 C -1.241
99 H 0.269